{
  "formula": "C34H95N7O13",
  "method": "ωB97M-V with the def2-TZVPD basis set",
  "gap_ev": 9.094,
  "de_lowest_kcal_mol": 30.32,
  "spin_multiplicity": 1,
  "smiles": "COC[C@H](C)N.COC[C@H](C)N.COC[C@H](C)N.COC[C@H](C)N.COC[C@H](C)N.COC[C@H](C)N.COC[C@H](C)N.OCCO.OCCO.OCCO",
  "charge": 0,
  "fmax_ha_per_bohr": 0.063,
  "elements": ["O", "O", "O", "O", "O", "O", "O", "O", "O", "O", "O", "O", "O", "N", "N", "N", "N", "N", "N", "N", "C", "C", "C", "C", "C", "C", "C", "C", "C", "C", "C", "C", "C", "C", "C", "C", "C", "C", "C", "C", "C", "C", "C", "C", "C", "C", "C", "C", "C", "C", "C", "C", "C", "C", "H", "H", "H", "H", "H", "H", "H", "H", "H", "H", "H", "H", "H", "H", "H", "H", "H", "H", "H", "H", "H", "H", "H", "H", "H", "H", "H", "H", "H", "H", "H", "H", "H", "H", "H", "H", "H", "H", "H", "H", "H", "H", "H", "H", "H", "H", "H", "H", "H", "H", "H", "H", "H", "H", "H", "H", "H", "H", "H", "H", "H", "H", "H", "H", "H", "H", "H", "H", "H", "H", "H", "H", "H", "H", "H", "H", "H", "H", "H", "H", "H", "H", "H", "H", "H", "H", "H", "H", "H", "H", "H", "H", "H", "H", "H"],
  "coordinates": [[-0.038, -0.507, -0.594], [1.830, 2.760, 5.565], [-3.722, -5.013, 0.618], [-0.655, -2.398, -5.634], [-1.919, -0.382, 4.775], [3.669, 0.655, 3.320], [-4.700, -3.136, -2.612], [-0.050, -2.968, 5.369], [2.008, 2.784, 0.165], [-4.320, -0.223, -2.641], [5.537, -0.316, -3.280], [-0.546, 2.066, 3.986], [-2.026, 3.819, -1.092], [-4.389, 2.720, -2.336], [2.917, 3.829, 2.672], [-4.231, -1.599, -5.189], [5.749, -0.611, -0.370], [-0.334, 1.740, 1.180], [2.745, -0.246, 0.818], [-1.215, -4.472, 3.352], [-1.061, -0.692, 5.893], [2.546, 4.103, 0.256], [5.784, -3.023, -0.705], [0.117, -1.565, 5.535], [-1.397, 0.729, 0.934], [-0.275, 3.293, 4.627], [-1.309, 0.030, -0.402], [-2.544, 4.279, -2.373], [2.658, 6.094, 1.722], [4.783, -0.274, -4.492], [-2.456, -4.972, 1.278], [0.232, -3.410, -5.293], [5.409, -1.620, -2.695], [2.205, 4.600, 1.671], [0.334, -0.765, -1.953], [-1.973, -2.652, -5.119], [6.101, -1.645, -1.362], [2.480, -0.959, 2.064], [-1.320, 4.819, -0.370], [-2.507, -4.160, 2.606], [-3.393, 3.404, -4.595], [-4.790, -0.996, -1.544], [-2.859, -1.505, -5.611], [0.447, 3.018, 5.921], [2.206, -2.405, 1.627], [-4.246, -2.385, -1.521], [4.811, 0.927, 4.234], [3.543, -0.740, 3.108], [-2.134, -0.225, -5.225], [-2.553, -2.654, 2.339], [-3.194, 3.075, -3.102], [-2.761, 1.356, 1.121], [-3.778, -6.047, -0.339], [2.257, 2.278, -1.165], [0.613, -1.154, 4.621], [4.385, -1.899, -2.703], [0.316, -3.395, -4.144], [-3.270, 5.095, -2.204], [-0.084, -4.405, -5.499], [-0.755, 0.260, 6.323], [0.850, -1.486, 6.402], [-3.526, -7.009, 0.122], [1.599, 2.815, -1.888], [-2.324, -3.625, -5.328], [-2.410, 3.198, -5.061], [6.082, -2.963, 0.365], [-2.671, 1.891, 2.087], [-4.511, -0.808, -4.574], [0.378, 3.829, 3.957], [1.173, -3.264, -5.738], [7.189, -1.560, -1.599], [2.365, 6.578, 2.654], [-1.183, -0.075, 1.653], [5.099, 0.664, -4.934], [-1.200, 4.369, 0.644], [3.708, -0.367, -4.336], [1.944, -0.365, 0.229], [2.151, 6.665, 0.943], [-1.202, -0.110, -5.740], [0.545, 3.881, 6.588], [-2.157, -5.955, 1.575], [-1.169, -5.492, 3.469], [1.942, 1.874, 5.248], [3.759, 6.241, 1.666], [3.663, 4.101, 0.100], [-1.219, 3.947, 4.677], [-1.933, -2.529, -4.000], [4.718, 0.386, 5.201], [-3.101, -5.921, -1.203], [2.117, 1.207, -1.137], [-0.029, 2.132, 6.330], [3.060, -2.732, 1.054], [-4.866, -1.685, -5.970], [2.086, 4.690, -0.579], [5.717, 0.596, 3.683], [1.264, -1.252, -1.938], [-1.735, 4.763, -2.932], [-4.395, 0.719, -2.520], [-1.736, -1.217, 6.569], [5.836, -2.394, -3.420], [-3.576, 0.672, 1.222], [-1.963, 5.710, -0.292], [-2.718, -1.478, -6.721], [1.318, -2.553, 1.013], [2.902, 0.737, 1.015], [1.566, -0.575, 2.494], [-0.390, 2.021, 2.986], [-3.196, -2.279, -1.581], [3.303, 2.372, -1.450], [-0.752, -3.196, 4.726], [-2.078, -0.757, -0.377], [2.759, 4.337, 3.562], [4.959, 2.007, 4.363], [-4.267, 2.823, -1.336], [-1.438, 0.799, -1.174], [-2.442, 2.278, -3.041], [5.130, -1.113, -5.117], [4.762, -3.259, -0.757], [-4.825, -6.082, -0.622], [-0.354, 5.016, -0.814], [-4.461, -0.647, -0.540], [-4.133, 2.757, -5.044], [-3.343, -4.391, 3.254], [-0.428, -4.295, 2.716], [1.104, 4.455, 1.812], [-0.387, 2.486, 0.393], [-5.213, 3.270, -2.631], [-1.608, 0.481, 4.459], [3.276, -1.291, 3.976], [-2.067, -0.112, -4.168], [0.455, 0.136, -2.540], [-1.633, -2.297, 1.776], [6.390, -3.733, -1.215], [-2.592, -2.025, 3.246], [-2.640, 0.624, -5.553], [2.137, -3.174, 2.397], [2.515, 2.936, 2.854], [-1.715, -4.602, 0.504], [-5.905, -1.057, -1.570], [4.505, -1.053, 2.781], [6.142, 0.251, -0.719], [-3.570, 4.493, -4.781], [4.786, -0.521, -0.159], [-2.896, 2.107, 0.326], [-4.336, -2.838, -3.504], [-0.346, -1.502, -2.340], [-4.569, -2.823, -0.522], [-3.459, -2.447, 1.775], [0.533, 1.277, 1.063]],
  "forces_ev_per_a": [[1.340, -0.407, -0.091], [-0.294, 0.667, 0.843], [0.659, 0.046, 0.530], [-1.022, -0.505, -0.626], [0.465, 0.047, 0.096], [0.728, 0.754, 1.914], [0.026, -0.843, -1.189], [-0.613, 0.719, 0.319], [1.028, -0.043, -1.371], [0.541, -1.492, -0.050], [-0.669, -0.825, 0.009], [-0.280, -1.114, -0.468], [-0.432, 0.139, -1.230], [-1.107, -0.425, -0.983], [0.386, 1.518, 1.036], [-0.401, 0.399, 0.698], [2.097, -0.237, -1.178], [-1.922, 1.432, -1.686], [1.058, 0.211, 0.430], [-0.974, -0.416, -0.912], [-1.405, -0.421, -0.752], [-0.009, -0.405, 0.232], [2.033, 1.677, 0.668], [1.811, -0.115, 0.455], [0.829, -0.577, 0.448], [-1.411, 1.143, -1.193], [-0.147, 0.790, -0.272], [0.646, 0.071, 0.503], [-0.263, -0.305, 0.438], [1.493, -0.232, 0.372], [-0.781, 0.999, -0.397], [-0.504, 0.277, 3.193], [1.168, 0.427, -1.728], [0.256, 0.707, -1.026], [-0.987, -0.031, 1.255], [0.804, 2.107, 1.371], [-0.330, -0.880, 1.281], [-0.969, -0.524, -0.754], [-1.160, -0.836, 0.879], [2.271, 0.743, -0.809], [1.018, 0.547, 0.526], [-0.994, 0.582, 0.944], [1.717, 0.342, -1.667], [1.208, 0.105, -1.108], [0.637, -0.698, 0.618], [-1.164, 0.127, -0.276], [-0.211, -0.484, -1.528], [0.025, 0.641, -1.133], [-0.218, -0.304, 0.018], [0.766, 0.506, 0.001], [0.764, 1.528, 0.924], [1.049, 1.219, 0.910], [-0.185, -0.229, 0.221], [-0.316, 0.335, 0.638], [-0.250, 0.016, 0.537], [-1.416, -0.070, 0.673], [0.393, -0.103, -1.262], [-0.110, -0.390, 0.035], [-0.664, -0.897, -0.628], [0.324, -0.200, 0.289], [-0.672, 0.040, -1.027], [0.024, -0.049, 0.071], [0.396, -0.541, 0.276], [-0.406, -1.175, -0.577], [-0.585, 0.045, -0.022], [-0.129, -0.164, -0.739], [-0.384, -0.049, -0.440], [0.283, -0.905, -0.564], [0.511, 0.609, 0.022], [1.158, 0.485, -0.546], [-0.668, -0.035, 0.531], [-0.116, -0.151, 0.227], [-0.370, 0.262, 0.322], [-0.501, 0.123, -0.387], [0.128, 0.643, -0.625], [-0.122, 0.194, 0.093], [-0.467, 0.183, -0.292], [0.191, -0.045, -0.158], [0.788, -0.460, 0.182], [-0.628, -0.314, -0.013], [0.156, -1.049, -0.042], [-0.093, 0.442, 0.311], [-0.110, -0.856, -0.409], [-0.700, -0.469, -0.252], [-0.898, -0.072, 0.222], [0.998, -1.015, 0.469], [0.008, -0.368, -0.542], [-0.096, 0.371, -0.600], [-0.315, 0.322, 0.212], [-0.629, -0.151, -0.171], [0.086, 0.150, 0.681], [0.355, -0.058, -0.523], [0.000, 0.022, 0.103], [0.243, 0.073, 0.751], [-0.344, -0.129, 0.522], [1.466, -0.551, 0.273], [0.211, -0.352, -0.178], [-0.391, 1.082, 0.545], [0.305, -0.035, 0.435], [0.074, 0.782, 0.851], [-0.462, -0.519, -0.273], [0.480, 0.045, 0.026], [-0.713, -0.475, 0.494], [-0.073, 0.571, -0.100], [-0.146, 0.097, -0.111], [-0.585, 0.214, 0.469], [-0.119, 0.661, 0.926], [1.560, -0.196, 0.362], [0.191, 0.477, -0.016], [0.343, -0.029, 0.043], [0.008, 0.204, -0.572], [0.421, -0.531, -0.519], [-0.676, -0.300, 0.048], [0.198, 0.137, -0.098], [-0.686, -0.173, -0.262], [-0.388, -0.186, 0.133], [-0.274, 0.246, -0.176], [-1.417, -0.337, -0.185], [0.040, -0.075, -0.523], [0.297, 0.292, -0.157], [-0.290, 0.744, -0.562], [-0.274, 0.038, -0.200], [-0.167, -0.587, -0.110], [-0.313, 0.264, 0.214], [0.459, 0.625, -0.304], [0.302, -1.686, 1.800], [0.774, -0.431, 0.276], [-0.011, 0.048, -0.245], [-0.291, -0.375, 1.183], [0.447, -0.082, 1.040], [-0.481, 0.338, -0.282], [-1.035, -0.553, 0.339], [0.239, -1.087, -0.245], [0.032, -0.516, -0.193], [-1.516, 1.426, -0.632], [-0.125, 0.383, 0.584], [-0.324, -0.882, -0.252], [-0.301, 0.012, 1.145], [0.631, 0.163, 0.128], [0.956, -0.833, -0.558], [-0.385, 0.408, 0.198], [-0.347, -0.894, 0.205], [-1.254, 0.026, 0.052], [-0.262, -0.330, 0.269], [-0.585, 0.085, 1.519], [-0.637, 0.013, -0.785], [0.468, 0.023, -1.444], [0.015, 0.177, -0.348], [1.190, -0.282, -0.275]],
  "lowdin_charge": [-0.211, -0.078, -0.206, -0.196, -0.104, -0.212, -0.089, -0.101, -0.247, -0.089, -0.199, -0.128, -0.244, 0.043, 0.064, 0.054, 0.058, 0.077, 0.067, 0.027, -0.222, -0.210, -0.059, -0.253, -0.403, -0.250, -0.202, -0.181, -0.059, -0.108, -0.202, -0.125, -0.235, -0.436, -0.061, -0.183, -0.411, -0.404, -0.093, -0.353, -0.052, -0.246, -0.416, -0.188, -0.036, -0.288, -0.054, -0.210, -0.059, -0.060, -0.413, -0.028, -0.117, -0.078, 0.108, 0.097, 0.107, 0.129, 0.072, 0.089, 0.134, 0.082, 0.103, 0.112, 0.084, 0.087, 0.087, 0.076, 0.085, 0.070, 0.148, 0.066, 0.128, 0.086, 0.088, 0.079, 0.026, 0.068, 0.080, 0.126, 0.095, 0.086, 0.054, 0.091, 0.144, 0.139, 0.123, 0.094, 0.094, 0.049, 0.095, 0.057, 0.085, 0.118, 0.090, 0.067, 0.122, 0.022, 0.121, 0.143, 0.065, 0.097, 0.151, 0.067, 0.065, 0.112, 0.061, 0.085, 0.091, 0.029, 0.116, 0.081, 0.081, 0.071, 0.127, 0.120, 0.086, 0.042, 0.090, 0.077, 0.101, 0.069, 0.140, 0.079, 0.123, 0.104, 0.107, 0.037, 0.116, 0.057, 0.089, 0.088, 0.058, 0.063, 0.044, 0.075, 0.037, 0.146, 0.135, 0.112, 0.063, 0.090, 0.014, 0.063, 0.068, 0.074, 0.135, 0.068, 0.033]
}